No. 1
A cluster of 2 separate species, C2H3F2N in total, computed with ωB97M-V with the def2-TZVPD basis set.

E ... -332.3118 a.u.
2S+1 ... 1
ΔE to the lowest compared entry with this formula, charge and spin ... 383.38 kJ/mol
E_LUMO (spin up / spin down) ... -3.0 / -2.0 eV
HOMO-LUMO gap (spin up / spin down) ... 6.3 / 9.4 eV
Maximum force ... 2.14 eV Å⁻¹

Last column: Mulliken charge in e.
Atoms and positions in Å:
C: 0.20533 0.43885 -0.03542  0.088
C: 1.33548 -0.33717 0.22493  0.074
N: -0.80755 -0.38525 -0.04118  -0.488
F: 0.04892 0.27080 2.51755  -0.460
F: 2.60546 -0.00898 0.27458  -0.159
H: 0.27365 1.54872 -0.22158  0.306
H: 1.12362 -1.33064 0.47343  0.385
H: -1.70499 0.10072 -0.02103  0.254

Cartesian forces (eV/Å) of the 3 atoms listed first:
-0.377 0.789 -0.614
1.337 0.706 1.509
-0.190 1.027 0.118

---

No. 2
A structure of composition C34H44AsIrN3O7S2Se2, computed with ωB97M-V with the def2-TZVPD basis set.

Total charge ... +2
E ... -9951.6634 a.u.
2S+1 ... 2
ΔE to the lowest compared entry with this formula, charge and spin ... 212.32 kJ/mol
E_LUMO (spin up / spin down) ... -6.1 / -8.3 eV
HOMO-LUMO gap (spin up / spin down) ... 7.4 / 5.1 eV
<S²> ... 0.77
Maximum force ... 1.99 eV Å⁻¹

Last column: Mulliken charge in e.
Atoms and positions in Å:
Ir: 0.08946 0.35227 -0.44001  3.033
C: 3.97014 1.25073 2.50212  -0.672
Se: 3.28383 -0.45901 1.88662  0.225
C: 4.44385 -0.60296 0.32485  -1.024
C: 4.24139 0.42897 -0.77698  -0.841
Se: 2.52733 0.45600 -1.76055  0.367
C: 2.61195 2.33726 -2.19114  -0.077
H: 5.05574 1.19805 2.55296  0.443
H: 3.56786 1.42505 3.49707  0.381
H: 3.65467 2.05464 1.84296  -0.105
H: 4.35127 -1.62431 -0.04148  0.407
H: 5.45275 -0.47809 0.71571  0.568
H: 4.97911 0.24538 -1.55850  0.515
H: 4.38056 1.43953 -0.39801  0.492
H: 3.48364 2.52515 -2.81328  0.629
H: 2.67344 2.89540 -1.26685  -0.582
H: 1.70654 2.60618 -2.73222  0.086
C: -2.30989 -0.84997 -3.84888  -1.913
C: -1.99789 0.19488 -2.81227  1.880
C: -2.69994 1.51578 -3.04016  -1.890
O: -0.50454 0.35821 -2.65610  -0.601
C: -2.57705 -0.24912 -1.41979  -0.429
O: -3.54801 -0.95744 -1.43647  -0.612
O: -1.91785 0.22751 -0.37029  -0.694
H: -1.96296 -0.52967 -4.83615  0.474
H: -3.38128 -1.01408 -3.89303  0.410
H: -1.82821 -1.80266 -3.60680  0.458
H: -2.38464 1.96202 -3.98656  0.447
H: -2.48137 2.21668 -2.23898  0.381
H: -3.77424 1.34554 -3.07744  0.471
H: -0.08589 -0.34311 -3.17697  0.382
S: 0.11571 0.22496 1.93645  -0.377
C: -0.98694 1.46950 2.36027  0.998
C: -1.73769 1.29915 3.54180  -0.706
C: -2.69801 2.23081 3.87770  -0.842
C: -2.90625 3.33994 3.06000  -0.756
C: -2.14862 3.51634 1.89655  -0.806
C: -1.18007 2.60215 1.55683  -0.020
As: 0.05093 2.77792 0.08521  1.020
C: 1.46351 3.75782 1.00920  1.298
C: 2.26594 4.63854 0.28226  -0.626
C: 3.17823 5.45406 0.93559  -0.994
C: 3.29390 5.39758 2.32016  -0.716
C: 2.50915 4.51182 3.04327  -0.638
C: 1.59721 3.69043 2.39285  -0.899
C: -0.57236 4.24590 -0.99622  0.755
C: -0.69872 5.51030 -0.41639  -0.678
C: -1.05942 6.59263 -1.20137  -0.910
C: -1.29083 6.42231 -2.56291  -0.731
C: -1.14492 5.17144 -3.14253  -1.041
C: -0.76534 4.08758 -2.36212  -0.268
H: -1.56691 0.42427 4.15808  0.557
H: -3.29700 2.08953 4.76763  0.428
H: -3.64753 4.07893 3.33352  0.451
H: -2.32571 4.37886 1.27011  0.582
H: 2.15338 4.72372 -0.78999  0.521
H: 3.77719 6.15205 0.36427  0.471
H: 3.98663 6.05445 2.83110  0.443
H: 2.58811 4.47358 4.12310  0.464
H: 0.98674 3.01313 2.97441  0.604
H: -0.49144 5.65553 0.63615  0.515
H: -1.14351 7.57283 -0.75049  0.460
H: -1.57050 7.27286 -3.17173  0.432
H: -1.29743 5.04846 -4.20769  0.469
H: -0.61588 3.11798 -2.80779  0.487
C: -3.19931 -8.92706 2.20915  -1.220
C: -1.98409 -8.00052 2.25034  -0.420
S: -2.01784 -7.01430 0.76916  1.134
O: -2.97006 -5.93560 0.94359  -0.668
O: -2.14631 -7.85088 -0.39613  -0.663
C: -0.42650 -6.17899 0.64482  -0.662
C: -0.49265 -5.40922 -0.68593  -1.792
N: 0.10699 -4.06535 -0.60541  0.156
C: -0.57242 -2.92412 -0.40190  0.621
N: 0.26015 -1.86915 -0.49905  0.063
C: 1.51240 -2.38281 -0.71889  -0.046
C: 1.43241 -3.72338 -0.78649  -0.741
N: 2.54967 -4.62394 -0.92269  1.050
O: 2.33245 -5.81645 -0.93980  -0.601
O: 3.64079 -4.09113 -0.98904  -0.626
C: -2.01379 -2.89673 -0.06164  -1.347
H: -3.29068 -9.46245 3.15200  0.385
H: -3.10351 -9.64455 1.39752  0.349
H: -4.11177 -8.35080 2.05542  0.354
H: -1.03608 -8.54088 2.25203  0.378
H: -2.03169 -7.28226 3.06936  0.357
H: 0.37974 -6.91012 0.65620  0.629
H: -0.36265 -5.51206 1.50503  0.436
H: -1.53142 -5.28385 -0.98065  0.810
H: 0.01485 -5.96910 -1.45852  0.424
H: 2.39693 -1.79136 -0.81222  0.075
H: -2.63970 -2.88831 -0.95357  0.287
H: -2.23741 -1.99811 0.50526  0.261
H: -2.29983 -3.77870 0.51138  0.465

Cartesian forces (eV/Å) of the 3 atoms listed first:
0.605 -0.160 -0.699
0.046 -0.019 -0.044
0.043 0.016 0.017

---

No. 3
A cluster of 16 separate species, C57H135Cl6N9O25P4 in total, computed with ωB97M-V with the def2-TZVPD basis set.

E ... -8753.5492 a.u.
2S+1 ... 1
ΔE to the lowest compared entry with this formula, charge and spin ... 0.00 kJ/mol
E_LUMO ... -0.1 eV
HOMO-LUMO gap ... 8.7 eV
Maximum force ... 3.19 eV Å⁻¹

Last column: Mulliken charge in e.
Atoms and positions in Å:
C: -2.06232 3.96920 4.27437  -0.942
O: -1.48210 4.28976 3.24353  -0.311
N: -2.37105 2.71317 4.61792  1.015
C: -2.96760 2.41343 5.89678  -1.158
C: -2.12249 1.64646 3.65851  0.002
H: -2.31042 4.71150 5.05314  0.505
H: -3.40766 3.30606 6.34583  0.376
H: -2.27319 1.96827 6.61036  0.321
H: -3.84128 1.76995 5.77268  0.168
H: -1.04844 1.47810 3.65620  -0.394
H: -2.66548 0.71756 3.84411  0.398
H: -2.55165 1.86095 2.68083  -0.463
C: -4.83573 -3.70556 0.66278  0.489
O: -5.73510 -4.40713 0.24637  -0.667
N: -4.95642 -2.46621 1.20079  0.193
C: -3.72296 -1.76993 1.55579  0.230
C: -6.23614 -1.76354 1.22723  -0.885
H: -3.77604 -4.00755 0.58715  0.008
H: -2.89996 -2.44300 1.79343  0.368
H: -3.92477 -0.90655 2.18079  -1.070
H: -3.24804 -1.34402 0.66019  0.371
H: -6.32485 -1.31965 2.21862  0.329
H: -6.26805 -1.00045 0.44613  0.155
H: -7.07147 -2.42313 1.01169  0.377
C: -4.51472 -2.07822 -5.43265  0.041
O: -4.97778 -1.19416 -4.73980  -0.500
N: -3.22851 -2.07325 -5.87423  0.288
C: -2.70646 -3.19776 -6.62251  -0.908
C: -2.36848 -0.88836 -5.81675  -0.970
H: -5.10272 -2.96185 -5.71575  0.331
H: -3.42017 -4.02016 -6.58186  0.306
H: -1.76108 -3.56002 -6.21660  0.279
H: -2.56973 -2.95814 -7.68076  0.329
H: -2.71840 -0.13389 -5.12066  0.019
H: -1.37934 -1.28002 -5.58809  0.393
H: -2.44173 -0.42358 -6.80550  0.468
C: 0.32772 3.08339 -4.89690  -0.152
O: 0.88930 3.44191 -3.87190  -0.544
N: -0.78280 3.74882 -5.29868  0.296
C: -1.43445 3.41362 -6.56429  -0.802
C: -1.16408 4.92292 -4.51772  -0.804
H: 0.63582 2.29166 -5.59233  0.429
H: -1.37810 2.35663 -6.82576  0.179
H: -0.90894 3.96100 -7.34993  0.344
H: -2.49104 3.66538 -6.51209  0.265
H: -2.21622 5.18407 -4.62091  0.355
H: -0.92141 4.68935 -3.48588  0.077
H: -0.59055 5.79173 -4.83296  0.356
C: 6.02227 4.38315 1.50859  0.299
O: 6.92298 4.92855 2.11662  -0.625
N: 6.02237 4.25618 0.15054  0.192
C: 7.24117 4.54352 -0.58013  -0.962
C: 4.80921 4.24191 -0.63494  -0.324
H: 5.09018 4.00907 1.96136  0.237
H: 7.08831 5.53284 -1.02753  0.335
H: 7.34939 3.84444 -1.41442  0.273
H: 8.13490 4.47543 0.02734  0.336
H: 4.92847 3.51937 -1.44563  0.207
H: 3.91981 3.90265 -0.10409  -0.324
H: 4.67449 5.27818 -0.95999  0.386
C: 0.68204 -1.02886 4.06865  0.232
O: 0.87225 -0.05207 4.77960  -0.795
N: 0.75885 -2.28550 4.52844  0.663
C: 0.34871 -3.47651 3.78021  -0.617
C: 1.13838 -2.52705 5.89352  -1.319
H: 0.37719 -0.93154 3.01891  0.329
H: -0.68396 -3.32246 3.45760  0.508
H: 0.49591 -4.32366 4.43658  0.023
H: 0.87296 -3.55294 2.82530  -0.166
H: 0.24261 -2.82225 6.45468  0.447
H: 1.70938 -3.45570 6.03355  0.350
H: 1.75206 -1.83702 6.46311  0.299
C: 4.76472 -1.00099 3.04761  -0.280
O: 4.88168 -0.78435 1.85303  -0.501
N: 4.52855 -2.15797 3.70627  0.567
C: 4.14110 -3.28956 2.90576  -0.167
C: 4.73942 -2.23084 5.15164  -1.080
H: 5.15987 -0.23836 3.74576  0.406
H: 3.93451 -3.07994 1.85891  -0.596
H: 3.33475 -3.95298 3.22596  0.250
H: 5.01290 -3.95697 2.82024  0.472
H: 4.70104 -1.29585 5.70528  0.305
H: 4.17970 -2.94947 5.74417  0.258
H: 5.78412 -2.56153 5.07713  0.475
C: -6.80842 3.61749 -2.69594  0.031
O: -7.47478 4.06172 -1.79204  -0.550
N: -6.08741 2.47328 -2.65791  0.419
C: -5.54476 1.94348 -3.88435  -0.988
C: -6.17495 1.52507 -1.57647  -0.797
H: -6.65840 4.14153 -3.65092  0.332
H: -4.97735 2.71655 -4.42980  0.428
H: -6.28236 1.54207 -4.57718  0.342
H: -4.65317 1.31087 -3.87023  0.117
H: -6.65162 1.92741 -0.68572  0.424
H: -6.57541 0.57779 -1.95361  0.452
H: -5.19566 1.18047 -1.21799  -0.196
C: 7.64612 -2.28652 -3.17794  0.292
O: 8.55553 -3.07606 -3.02810  -0.617
N: 7.19848 -1.51122 -2.14091  0.136
C: 7.78526 -1.59537 -0.80435  -0.809
C: 6.12712 -0.56376 -2.40007  -0.936
H: 6.99479 -2.11179 -4.04471  0.289
H: 8.78538 -1.99763 -0.93025  0.339
H: 7.14405 -2.08449 -0.07520  0.086
H: 7.93318 -0.57346 -0.44458  0.361
H: 5.88422 -0.49609 -3.46187  0.271
H: 5.23249 -0.75442 -1.80417  0.223
H: 6.41398 0.47781 -2.21654  0.389
Cl: -1.18144 7.77961 0.23688  -0.172
C: -0.92546 7.12456 1.86273  0.633
C: -0.46548 8.20573 2.86867  -0.583
Cl: -1.45461 9.66176 2.93539  -0.201
H: -0.02161 6.52071 1.84988  -0.037
H: -1.87990 6.71010 2.16202  -0.421
H: 0.54605 8.48089 2.56459  0.443
H: -0.32013 7.75087 3.84796  0.310
Cl: 2.59015 4.93485 4.55088  -0.230
C: 1.68057 3.41838 4.30500  -0.248
C: 1.53049 3.00658 2.87522  1.791
Cl: 3.08155 2.46679 2.22932  -0.246
H: 0.70686 3.48740 4.78372  0.029
H: 2.30906 2.69771 4.82670  0.373
H: 1.20706 3.91435 2.36072  -0.540
H: 0.70317 2.31024 2.76785  -0.961
Cl: 4.28399 7.05322 -3.02658  -0.204
C: 2.57029 6.72394 -2.82979  0.237
C: 1.80411 8.02650 -3.01711  -0.600
Cl: 0.06517 7.73901 -3.20947  -0.151
H: 2.44958 6.29155 -1.84326  -0.059
H: 2.33822 6.10656 -3.69558  0.114
H: 2.11932 8.55949 -3.91213  0.393
H: 2.11927 8.69113 -2.20916  0.364
C: 0.46529 4.32409 -0.67392  0.179
C: 0.64236 2.83200 -0.77264  -0.020
O: -0.10481 2.26161 0.28014  1.175
P: -0.48189 0.72743 0.08352  -0.145
O: -1.26288 0.09582 1.17009  0.025
O: -1.15686 0.67620 -1.35843  -0.373
C: -2.55913 0.43690 -1.54035  1.591
C: -2.73353 -0.81718 -2.39123  -1.248
O: 0.93560 0.10212 -0.26428  -0.285
C: 1.59613 -0.91132 0.45649  -0.268
C: 2.52065 -1.60904 -0.54040  -0.520
H: 0.95590 4.71397 0.22474  0.091
H: 0.86065 4.87296 -1.52461  -0.204
H: -0.58676 4.56359 -0.50395  -0.628
H: 0.37140 2.49984 -1.78017  0.182
H: 1.70444 2.57124 -0.87708  -0.084
H: -3.08397 0.30167 -0.59682  -1.228
H: -2.96300 1.29609 -2.07517  0.412
H: -1.99013 -0.90998 -3.18039  0.232
H: -2.54215 -1.70506 -1.77857  0.147
H: -3.73255 -0.95280 -2.80236  0.267
H: 1.98579 -0.52766 1.40419  0.073
H: 0.86795 -1.63866 0.84644  0.073
H: 2.98218 -0.81745 -1.14074  0.451
H: 3.38467 -2.11898 -0.12011  -0.136
H: 1.94091 -2.18803 -1.25685  0.250
C: -3.74953 4.19482 0.26778  -0.588
C: -4.14673 3.10622 1.26336  1.731
O: -5.55892 3.20092 1.52672  -0.142
P: -6.07175 3.78779 2.91909  0.434
O: -7.51954 3.90520 3.04675  -0.876
O: -5.33753 2.89080 4.06338  0.566
C: -6.10250 1.84099 4.64722  -1.355
C: -6.10393 0.59029 3.76567  -0.768
O: -5.32686 5.20884 3.02597  -0.183
C: -5.37378 5.96472 4.22298  -0.335
C: -4.17944 6.86895 4.40213  -0.816
H: -4.24922 3.94400 -0.67138  0.048
H: -4.20476 5.12961 0.58940  0.356
H: -2.66593 4.25558 0.19447  -0.448
H: -3.85152 2.09084 0.99462  -0.066
H: -3.57471 3.28812 2.17985  -0.630
H: -5.77343 1.65608 5.67336  0.597
H: -7.13610 2.15381 4.81840  0.435
H: -5.16628 0.37261 3.26133  -0.164
H: -6.35440 -0.28573 4.36757  0.605
H: -6.93397 0.78663 3.08514  0.507
H: -6.29761 6.55610 4.22256  0.388
H: -5.51376 5.31144 5.09188  0.250
H: -4.39123 7.52785 5.24439  0.465
H: -3.30270 6.25300 4.60975  -0.056
H: -3.98027 7.50581 3.54118  0.260
C: 4.83636 -8.19181 -6.34318  -1.173
C: 4.78944 -6.67955 -6.26727  -0.185
O: 4.30407 -6.37058 -4.93700  -0.324
P: 4.51034 -4.91296 -4.30338  0.865
O: 5.72410 -4.21148 -4.75415  -0.733
O: 4.55243 -5.26201 -2.72127  -0.230
C: 5.03300 -4.25676 -1.81592  1.960
C: 5.95141 -4.88981 -0.75064  -1.359
O: 3.10979 -4.17798 -4.49100  -0.216
C: 2.87799 -2.83430 -4.07186  0.938
C: 2.42847 -1.97030 -5.25697  -1.566
H: 4.75023 -8.55606 -7.36905  0.350
H: 5.85940 -8.43882 -6.05626  0.331
H: 4.11500 -8.71577 -5.72418  0.289
H: 5.80965 -6.30533 -6.35551  0.256
H: 4.13111 -6.14118 -6.95063  0.334
H: 5.27212 -3.29636 -2.26567  -0.295
H: 4.14248 -3.98711 -1.23264  -1.029
H: 5.57011 -5.80291 -0.29395  0.381
H: 6.91154 -5.11098 -1.21365  0.416
H: 5.96870 -4.17876 0.07800  0.104
H: 1.98870 -2.91428 -3.44587  0.036
H: 3.71676 -2.38628 -3.54421  -0.151
H: 1.74938 -2.52609 -5.90860  0.358
H: 1.92342 -1.03819 -5.00052  0.355
H: 3.22784 -1.67664 -5.94288  0.359
C: -0.79918 -6.86539 5.65059  -1.214
C: -1.01158 -7.55255 4.31485  -0.223
O: -0.28136 -6.85528 3.29513  -0.269
P: -1.09725 -6.23252 2.07304  0.230
O: -2.26738 -5.41559 2.40230  -0.571
O: 0.07714 -5.48409 1.26885  0.573
C: 1.31820 -6.13988 1.00748  -0.878
C: 2.30633 -5.16784 0.40234  0.057
O: -1.49047 -7.52356 1.19734  -0.413
C: -2.70822 -7.41606 0.44255  -0.263
C: -2.65924 -6.58090 -0.82214  -0.756
H: -1.04623 -7.53539 6.47592  0.440
H: 0.22363 -6.53450 5.84178  0.250
H: -1.40836 -5.96477 5.76577  0.289
H: -0.56655 -8.53502 4.47693  0.323
H: -2.07602 -7.64201 4.11048  0.321
H: 1.64664 -6.66887 1.90397  0.432
H: 1.11436 -6.91042 0.25308  0.349
H: 2.31182 -5.12456 -0.68617  0.378
H: 2.16386 -4.16358 0.80227  -0.487
H: 3.31931 -5.49575 0.65039  0.152
H: -2.90820 -8.45646 0.17562  0.361
H: -3.54609 -7.08153 1.05128  0.314
H: -3.53476 -6.75680 -1.45268  0.380
H: -2.75779 -5.50692 -0.64165  -0.049
H: -1.80415 -6.71848 -1.48612  0.324

Cartesian forces (eV/Å) of the 3 atoms listed first:
0.652 0.044 0.031
-0.276 0.011 0.056
-0.653 -0.212 -0.002